# C3H4O2

C3H4O2 as an isolated structure (the ωB97M-V functional and the def2-TZVPD basis, the Open Molecules 2025 dataset).

Values from the calculation:
Maximum force (eV Å⁻¹): 4.4
Orbital gap (eV): 10.26
DFT total energy (hartree): -267.0935
LUMO (eV): 0.98

Positions of all 9 atoms, in Å:
C  -0.4282  -0.6470  0.0388
C  -1.1960  0.4287  -0.1598
C  0.6324  0.3067  0.4338
O  -0.2272  1.3705  0.0624
O  1.9854  0.2785  -0.1545
H  -0.4925  -1.7317  -0.0903
H  -2.1966  0.7857  -0.3791
H  0.6382  0.0897  1.4774
H  1.8480  0.6247  -0.9942



# C2H6IN2O2

C2H6IN2O2 as an isolated structure (the ωB97M-V functional and the def2-TZVPD basis, the Open Molecules 2025 dataset).

Values from the calculation:
Maximum force (eV Å⁻¹): 6.5
Orbital gap (alpha / beta) (eV): 8.41 / 5.31
2S+1: 3
DFT total energy (hartree): -637.0694
Charge: +1
LUMO (alpha / beta) (eV): -3.11 / -7.19

Positions of all 13 atoms, in Å:
C  -1.1679  0.3628  -0.3906
C  0.5996  -0.5348  0.0927
N  -1.8505  -0.4945  -1.0889
N  1.3576  0.7631  0.5288
O  -1.0495  1.3976  0.1340
O  0.9336  -1.1965  -0.9643
I  2.6567  -2.3771  -1.2066
H  0.3811  -1.1021  1.0952
H  -1.4543  -1.3582  -1.3696
H  -2.8347  -0.4029  -1.3040
H  2.3805  0.4282  0.5263
H  0.7728  0.9545  1.2556
H  1.1995  1.4478  -0.1966



# C23H24NO2PbS4

C23H24NO2PbS4 as an isolated structure (the ωB97M-V functional and the def2-TZVPD basis, the Open Molecules 2025 dataset).

Values from the calculation:
Maximum force (eV Å⁻¹): 9.4
Orbital gap (eV): 4.99
DFT total energy (hartree): -2881.3409
Charge: -1
LUMO (eV): 1.33

Positions of all 55 atoms, in Å:
Pb  -0.7572  -1.3180  0.8033
S  1.5057  0.2427  1.3281
C  2.8308  -0.7041  2.0367
C  3.1551  -0.4833  3.4197
C  4.1119  -1.2260  4.1688
C  4.8195  -2.2213  3.5667
C  4.5354  -2.5893  2.2383
C  3.6220  -1.8404  1.4671
S  3.7766  -2.2824  -0.3174
C  1.9897  -2.5261  -0.7146
C  1.3988  -1.6082  -1.7958
C  2.0752  -1.4340  -3.0225
C  1.3944  -0.7855  -4.0365
C  0.2262  -0.1705  -3.7560
C  -0.2875  -0.1181  -2.4630
C  -1.0373  0.8652  -1.9575
S  -1.5978  1.0387  -0.2689
C  -3.1422  0.0831  -0.1638
C  -3.6763  -0.3668  -1.3521
C  -4.7547  -1.2374  -1.3150
C  -5.2786  -1.6589  -0.0853
C  -4.6250  -1.2821  1.0753
C  -3.5818  -0.4035  1.1169
S  -2.4942  -0.2866  2.5108
N  0.2162  -1.0579  -1.5673
H  2.5453  0.2291  4.0558
H  4.3497  -1.1103  5.2196
H  5.5873  -2.7692  4.1845
H  5.0860  -3.4345  1.8342
H  1.4182  -2.5896  0.2215
H  1.9748  -3.5469  -1.1233
H  3.0689  -1.8096  -3.1867
H  1.7416  -0.6442  -5.0627
H  -0.3344  0.3095  -4.5744
H  -1.1317  1.7520  -2.5584
H  -6.4908  -5.5021  -5.5498
H  -3.3730  -0.0434  -2.3574
H  -5.2122  -1.5866  -2.2338
H  -6.1768  -2.2764  -0.0666
H  -4.8637  -1.7206  2.0417
O  -7.3836  -0.9001  -2.6798
C  1.5771  3.9321  2.5744
C  2.8233  3.6011  1.6518
C  -7.5636  -0.1876  -1.4876
C  3.2114  4.9304  0.9716
O  3.4399  2.6494  1.5242
H  1.7910  3.9745  3.6465
H  0.6792  3.3876  2.3247
H  1.2114  4.9562  2.4434
H  -8.2366  0.6730  -1.7393
H  -7.5549  -0.9065  -0.5039
H  3.4012  6.0340  -2.6220
H  3.6541  5.8818  1.3425
H  2.3322  5.4867  0.5896
H  4.0038  4.6005  0.2034



# C20H25N2O2PtS3

C20H25N2O2PtS3 as an isolated structure (the ωB97M-V functional and the def2-TZVPD basis, the Open Molecules 2025 dataset).

Values from the calculation:
Maximum force (eV Å⁻¹): 0.7
Orbital gap (alpha / beta) (eV): 6.60 / 6.78
2S+1: 3
DFT total energy (hartree): -2351.0091
Charge: -1
LUMO (alpha / beta) (eV): 2.25 / 2.01

Positions of all 53 atoms, in Å:
Pt  -0.0993  -0.6475  0.5045
S  -0.0649  -0.2498  2.8407
C  -1.5667  -1.0292  3.2352
C  -1.7807  -1.3080  4.6366
N  -1.9249  -1.5112  5.7601
C  -2.5271  -1.3500  2.3342
S  -2.4074  -1.0119  0.6249
C  -3.7431  -1.9938  2.7602
N  -4.7128  -2.5271  3.0778
O  -0.5803  2.1046  0.1016
S  -2.0035  2.3560  -0.3159
C  -1.9460  3.9545  -1.2184
C  -2.0349  3.6816  -2.7247
C  -1.5168  2.2603  -2.9276
C  -2.2408  1.4438  -1.8695
H  -0.9818  4.3653  -0.9212
H  -2.7423  4.5961  -0.8408
H  -1.4696  4.4172  -3.2984
H  -3.0765  3.7402  -3.0511
H  -0.4439  2.2199  -2.7255
H  -1.6881  1.8841  -3.9367
H  -1.8432  0.4428  -1.7024
H  -3.3178  1.3822  -2.0523
C  1.5350  0.1806  -2.4937
C  2.3173  -1.1179  -2.7096
C  3.6167  -1.1215  -1.8984
C  1.4813  -2.3612  -2.4622
C  1.2013  -3.1934  -3.5437
C  0.4480  -4.3482  -3.4050
C  -0.0424  -4.6768  -2.1485
C  0.2172  -3.8829  -1.0395
C  -0.2883  -4.2666  0.3378
C  0.7432  -5.1434  1.0548
C  -1.6610  -4.9362  0.3203
C  0.9992  -2.7155  -1.1885
O  1.3208  -1.9928  -0.1005
H  2.1668  1.0515  -2.6939
H  1.1818  0.2711  -1.4644
H  0.6685  0.2229  -3.1592
H  2.5834  -1.1459  -3.7705
H  3.3939  -1.0780  -0.8321
H  4.2400  -0.2628  -2.1657
H  4.1866  -2.0331  -2.0899
H  1.5885  -2.9209  -4.5210
H  0.2451  -4.9814  -4.2603
H  -0.6322  -5.5785  -2.0288
H  -0.3746  -3.3455  0.9127
H  0.9263  -6.0617  0.4884
H  0.3897  -5.4181  2.0523
H  1.6887  -4.6089  1.1610
H  -1.6154  -5.9431  -0.1056
H  -2.3769  -4.3490  -0.2574
H  -2.0469  -5.0261  1.3382